Here is the ion C9H17FN3O2 with charge +1 from the Open Molecules 2025 dataset. Energies are from ωB97M-V with the def2-TZVPD basis set.

Output
- lowest unoccupied orbital energy (eV) = -2.321
- HOMO-LUMO gap (eV) = 10.9
- total charge = +1
- energy above the lowest of the compared OMol25 structures with the same formula, charge and spin (eV) = 0.000
- maximum force (eV Å⁻¹) = 3.61
- structure (SMILES) = [H]/N=C/C[NH2+]CC/C=C(\F)[C@](C)(N)C(=O)O
- electronic energy (eV) = -20883.6527

```
32
Properties=species:S:1:pos:R:3:forces:R:3
H -3.10454 1.71354 -2.25184 -1.2 1.8 -2.9
N -2.93154 1.19224 -1.47687 1.1 -1.6 1.4
C -3.25185 1.70210 -0.39228 0.7 -1.2 2.2
C -2.72950 0.95967 0.85097 -2.0 0.5 -0.2
N -1.71349 0.05036 0.42781 1.4 -2.9 -1.0
C -1.56104 -1.20951 1.21590 -1.5 -0.4 2.8
C -0.47898 -2.13996 0.72357 0.7 -1.9 1.2
C 0.74687 -1.37547 0.62743 0.7 0.2 -0.4
C 1.06991 -0.60617 -0.36459 1.7 0.0 -1.5
F 0.26258 -0.63184 -1.48140 0.8 0.5 0.3
C 2.26804 0.43639 -0.33381 -1.6 -0.2 -1.1
C 2.44884 1.04957 -1.75777 2.7 0.2 0.9
N 3.58214 0.08070 0.23244 -1.2 -0.5 -0.4
C 1.56668 1.49064 0.52660 0.4 -0.1 0.6
O 0.34780 1.53419 0.59148 1.1 1.4 0.1
O 2.34267 2.26779 1.25350 0.7 -0.1 -0.2
H -3.78128 2.58762 -0.12423 -0.5 0.9 -0.5
H -2.50004 1.64870 1.63811 1.5 0.7 0.0
H -3.49774 0.45407 1.43089 -0.6 -0.7 -0.7
H -1.85052 -0.32519 -0.53427 -0.9 1.0 0.2
H -0.78580 0.52151 0.27307 -0.2 0.2 0.8
H -2.49528 -1.76844 1.26454 -0.4 0.2 -0.9
H -1.57166 -0.94528 2.29211 1.1 0.2 -0.4
H -0.75627 -2.42727 -0.27811 -0.2 -0.7 -0.3
H -0.19514 -3.10369 1.39329 -1.6 2.2 -1.4
H 1.36884 -1.25722 1.45413 0.9 -0.1 1.6
H 3.47370 1.62886 -1.71132 -2.1 -1.1 -0.4
H 2.43712 0.28250 -2.53211 0.4 0.0 0.1
H 1.66162 1.71307 -1.99920 -0.8 0.8 -0.2
H 4.01796 -0.64592 -0.36705 -0.2 0.7 0.7
H 3.44440 -0.27418 1.18172 0.3 -0.3 -0.4
H 3.29944 2.00418 1.11866 -1.1 0.2 -0.1
```
Positions in Å, forces in eV/Å.

Mulliken analysis output, partial charges in e: number 1, H, carries 0.2164; number 2, N, carries -0.4590; number 3, C, carries -0.1157; number 4, C, carries -0.6753; number 5, N, carries 0.1322; number 6, C, carries -0.9746; number 7, C, carries -0.8360; number 8, C, carries 0.1622; number 9, C, carries -0.3767; number 10, F, carries -0.4023; number 11, C, carries 1.3132; number 12, C, carries -1.5521; number 13, N, carries -0.7335; number 14, C, carries 0.1508; number 15, O, carries -0.6443; number 16, O, carries -0.4750; number 17, H, carries 0.4155; number 18, H, carries 0.3984; number 19, H, carries 0.4620; number 20, H, carries 0.4881; number 21, H, carries 0.2575; number 22, H, carries 0.5077; number 23, H, carries 0.5246; number 24, H, carries 0.3389; number 25, H, carries 0.3339; number 26, H, carries 0.4278; number 27, H, carries 0.3386; number 28, H, carries 0.3985; number 29, H, carries 0.3813; number 30, H, carries 0.3112; number 31, H, carries 0.2514; number 32, H, carries 0.4344

Here is the ion C9H17N2 with charge +1 from the Open Molecules 2025 dataset. Energies are from ωB97M-V with the def2-TZVPD basis set.

Output
- lowest unoccupied orbital energy (spin up / spin down) (eV) = -4.013 / -4.012
- HOMO-LUMO gap (spin up / spin down) (eV) = 7.6 / 7.7
- total charge = +1
- energy above the lowest of the compared OMol25 structures with the same formula, charge and spin (eV) = 4.724
- maximum force (eV Å⁻¹) = 9.38
- structure (SMILES) = C=C=[N+](C)/C=C(/C)NC(C)C
- electronic energy (eV) = -12578.4500

```
28
Properties=species:S:1:pos:R:3:forces:R:3
C -0.21471 -1.75471 -2.93446 5.8 -1.3 -7.2
C -1.08333 -1.37694 -2.18937 -5.1 3.4 6.9
N -1.91574 -0.98783 -1.26655 2.4 -0.5 -3.1
C -3.30509 -1.26367 -1.67726 -0.3 0.8 -0.4
C -1.70239 -0.39411 -0.00866 2.0 0.6 1.0
C -0.59533 0.13136 0.72258 -0.2 0.8 -1.8
C -0.81601 0.45774 2.20929 -1.3 -0.5 -1.7
N 0.64800 0.44132 0.28501 -0.8 -1.1 -0.8
C 1.72893 0.77200 1.16810 1.5 0.0 -0.6
C 1.78139 2.30049 1.24300 -0.7 -1.2 2.6
C 3.05949 0.14423 0.50808 -0.9 -0.6 0.2
H 0.08168 -2.79404 -3.04221 0.1 -0.2 0.5
H 0.28829 -1.15679 -3.84278 -1.3 -0.8 2.2
H -3.44422 -2.30165 -1.59916 -0.6 -1.3 0.8
H -3.97010 -0.64854 -1.08377 -0.2 -0.2 -0.1
H -3.43378 -1.10428 -2.74920 0.1 0.6 0.2
H -2.61513 -0.46843 0.48423 -1.1 0.2 1.2
H -1.88514 0.27369 2.26265 0.1 -0.3 1.1
H -0.17871 -0.26729 2.66257 -0.2 -0.7 1.1
H -0.62499 1.44130 2.65429 0.3 -0.1 -0.9
H 1.02248 0.46346 -0.66675 -1.2 -0.5 0.2
H 1.52513 0.39188 2.14597 0.3 -0.6 0.4
H 2.53082 2.53228 2.01888 -0.4 0.5 -0.5
H 0.75449 2.73065 1.46877 1.5 -0.4 -0.3
H 2.10660 2.50805 0.29211 0.8 1.7 -2.2
H 3.02793 0.16850 -0.60400 -0.2 0.4 0.6
H 3.30522 -0.93262 0.72210 -0.8 1.0 0.2
H 3.92421 0.69395 0.81655 0.5 0.5 0.2
```
Positions in Å, forces in eV/Å.

Mulliken analysis output, partial charges in e: number 1, C, carries -0.9398; number 2, C, carries 0.7717; number 3, N, carries -0.0035; number 4, C, carries -1.0174; number 5, C, carries -0.3278; number 6, C, carries 0.8257; number 7, C, carries -1.5814; number 8, N, carries -0.1270; number 9, C, carries 0.1030; number 10, C, carries -1.2557; number 11, C, carries -1.4072; number 12, H, carries 0.2631; number 13, H, carries 0.2634; number 14, H, carries 0.4128; number 15, H, carries 0.3287; number 16, H, carries 0.3807; number 17, H, carries 0.3020; number 18, H, carries 0.3560; number 19, H, carries 0.4512; number 20, H, carries 0.3135; number 21, H, carries 0.2830; number 22, H, carries 0.4747; number 23, H, carries 0.3314; number 24, H, carries 0.3404; number 25, H, carries 0.3980; number 26, H, carries 0.3386; number 27, H, carries 0.3237; number 28, H, carries 0.3980